Version P
66
Properties=species:S:1:pos:R:3:mulliken_charge:R:1 method="wB97M-V/def2-TZVPD" orbital_gap_ev=8.23 homo_energy_ev=-10.65 charge=+1 smiles="COC(=O)[C@H]1CCC[N@H+]1[C@@H](/C=C/N(Cc1ccccc1)Cc1ccccc1)c1ccccc1"
C -3.5127 0.9671 4.2772 -0.415
C -4.1946 -0.1747 3.8328 -0.761
C -3.4864 -1.2215 3.2412 -0.437
C -2.1026 -1.1280 3.0692 0.619
C -1.3659 -2.2538 2.3802 -1.072
N -0.2491 -1.8176 1.5175 0.509
C 1.1200 -2.2112 1.8892 -1.264
C 1.8428 -3.0449 0.8545 0.373
C 3.2375 -2.9427 0.7551 -0.268
C 3.9258 -3.6547 -0.2239 -0.728
C 3.2273 -4.4914 -1.1058 -0.444
C 1.8385 -4.6264 -0.9788 -0.726
C 1.1476 -3.9059 -0.0006 -0.020
C -0.4335 -0.8588 0.5780 -0.826
C 0.5712 -0.3970 -0.2253 -0.409
C 0.7006 0.9975 -0.7372 0.778
C 2.1294 1.3255 -1.1547 -0.414
C 2.6688 2.5882 -0.8913 -0.027
C 3.9053 2.9400 -1.4388 -0.860
C 4.6820 1.9641 -2.0800 -0.492
C 4.1502 0.6887 -2.3117 -0.955
C 2.8515 0.3896 -1.8979 -0.407
C -1.4175 -0.0078 3.5461 -0.016
C -2.1245 1.0446 4.1351 -0.575
H -4.0636 1.7932 4.7302 0.402
H -5.2774 -0.2495 3.9472 0.394
H -3.9995 -2.1192 2.8863 0.363
H -0.9540 -2.9644 3.1127 0.456
H -2.0833 -2.8079 1.7525 0.332
H 1.7060 -1.2964 2.0846 0.330
H 1.0482 -2.7492 2.8479 0.683
H 3.7696 -2.2879 1.4513 0.379
H 5.0109 -3.5599 -0.2999 0.413
H 3.7629 -5.0352 -1.8830 0.413
H 1.2887 -5.2920 -1.6457 0.402
H 0.0634 -4.0042 0.0992 0.343
H -1.4462 -0.4388 0.5271 0.439
H 1.3920 -1.0726 -0.4594 -0.053
H 0.3515 1.7110 0.0239 0.637
H 2.0842 3.3128 -0.3159 0.527
H 4.2681 3.9626 -1.3449 0.415
H 5.6888 2.1980 -2.4113 0.422
H 4.7300 -0.0744 -2.8300 0.421
H 2.4013 -0.5771 -2.1561 0.327
H -0.3313 0.0460 3.4422 0.332
H -1.5791 1.9249 4.4794 0.395
C -4.2368 1.9976 0.6482 -0.580
O -3.5183 1.5441 -0.5045 -0.323
C -2.1841 1.7459 -0.4744 -0.137
C -1.6256 1.2413 -1.7775 0.399
C -2.1369 2.1513 -2.8937 -0.670
C -0.9399 2.6041 -3.7185 -0.699
C 0.2987 2.3063 -2.8866 -0.467
N -0.1249 1.2142 -1.9190 0.039
O -1.5862 2.2677 0.4574 -0.597
H -5.2325 2.2441 0.2853 0.287
H -4.2839 1.1865 1.3735 0.153
H -3.7484 2.8669 1.0919 0.354
H -1.9969 0.2152 -1.8808 0.435
H -2.8902 1.5998 -3.4774 0.320
H -2.6401 3.0419 -2.4753 0.404
H -0.8844 2.0660 -4.6725 0.296
H -0.9784 3.6762 -3.9464 0.346
H 1.1198 1.9122 -3.4896 0.362
H 0.6678 3.1575 -2.3143 0.482
H -0.0217 0.3728 -2.4938 0.659

***

Version Q
66
Properties=species:S:1:pos:R:3:mulliken_charge:R:1 method="wB97M-V/def2-TZVPD" orbital_gap_ev=3.86 homo_energy_ev=-9.45 charge=+1
C -0.8089 -1.0706 2.3190 -1.559
C 0.4188 -0.2915 2.0664 0.495
C 1.7344 -0.6388 2.3971 0.834
C 2.7320 0.4015 2.5456 1.240
C 2.3592 1.8525 2.5610 -1.695
C 4.0630 0.0681 2.7504 -0.967
C 4.4847 -1.2569 2.8735 0.569
C 5.9443 -1.5722 3.0258 -1.432
C 3.5202 -2.2660 2.8331 -0.914
C 2.1744 -2.0017 2.6239 1.145
C 1.2237 -3.1532 2.6962 -1.622
H -1.6808 -0.4041 2.2635 0.324
H -0.9849 -1.8557 1.5748 0.334
H -0.8005 -1.5410 3.3168 0.411
H 0.2384 0.7634 1.8676 0.082
H 3.2536 2.4513 2.7848 0.393
H 1.9691 2.1993 1.5936 0.307
H 1.6182 2.0670 3.3435 0.405
H 4.7900 0.8789 2.8539 0.396
H 6.1016 -2.6566 3.0624 0.367
H 6.5105 -1.1580 2.1793 0.363
H 6.3632 -1.1351 3.9435 0.350
H 3.8355 -3.3027 3.0054 0.292
H 1.7869 -4.0898 2.8122 0.375
H 0.5650 -3.0716 3.5723 0.303
H 0.6082 -3.2495 1.7954 0.304
O 4.2076 3.4688 -1.9120 -0.607
N 3.0154 3.8006 -2.1256 0.924
O 2.5901 4.9645 -1.9573 -0.591
C 2.1199 2.7832 -2.5269 -0.140
C 0.7485 3.0892 -2.6479 -0.643
C -0.1647 2.0629 -2.5784 -0.138
C 0.2473 0.7109 -2.3123 1.046
C -0.6240 -0.3761 -2.0122 -1.703
C -1.9826 -0.1910 -1.7468 0.965
N -2.8865 -1.1381 -2.0588 0.231
C -2.6030 -2.1613 -3.0405 -0.511
C -3.7981 -3.1343 -2.9791 -0.591
C -4.7946 -2.5476 -1.9431 -0.582
C -4.2101 -1.2229 -1.4717 -0.479
C -2.4269 0.9988 -0.9838 -1.278
C -1.6151 1.4214 0.0800 0.856
C -1.9782 2.4902 0.8821 -0.880
C -3.1607 3.1839 0.6101 -0.575
C -3.9509 2.8170 -0.4883 -0.976
C -3.5717 1.7507 -1.3064 0.318
C 1.6382 0.4356 -2.3518 -0.732
C 2.5707 1.4438 -2.4902 -0.521
H 0.4425 4.1248 -2.7943 0.468
H -1.2288 2.2801 -2.6707 0.512
H -0.2256 -1.3913 -2.1205 0.225
H -2.5031 -1.6937 -4.0371 0.295
H -1.6393 -2.6494 -2.8431 0.215
H -4.2509 -3.2087 -3.9737 0.302
H -3.4409 -4.1336 -2.6802 0.286
H -5.7693 -2.3868 -2.4051 0.315
H -4.9199 -3.2200 -1.0876 0.299
H -4.1650 -1.1427 -0.3786 0.263
H -4.8159 -0.3766 -1.8071 0.178
H -0.6724 0.8867 0.2285 0.482
H -1.3339 2.7668 1.7240 0.361
H -3.4530 4.0121 1.2498 0.429
H -4.8729 3.3546 -0.7023 0.424
H -4.1395 1.5121 -2.2146 0.539
H 1.9566 -0.6039 -2.2486 0.419
H 3.6407 1.2521 -2.5392 0.496

***

Short version: version P is the most stable of them.

***

Version P
2
Properties=species:S:1:pos:R:3:mulliken_charge:R:1 method="wB97M-V/def2-TZVPD" orbital_gap_ev=5.77 homo_energy_ev=-8.09 charge=0
S 0.3688 0.0353 0.8353 0.000
S -0.3688 -0.0353 -0.8353 0.000

***

Version Q
2
Properties=species:S:1:pos:R:3:mulliken_charge:R:1 method="wB97M-V/def2-TZVPD" orbital_gap_ev=4.32 homo_energy_ev=-9.54 charge=0
S 0.0000 0.0000 1.7115 0.000
S 0.0000 0.0000 -1.7115 0.000

***

Version R
2
Properties=species:S:1:pos:R:3:mulliken_charge:R:1 method="wB97M-V/def2-TZVPD" orbital_gap_ev=5.66 homo_energy_ev=-9.13 charge=0
S 0.6839 0.0056 0.8744 0.000
S -0.6839 -0.0056 -0.8744 0.000

***

Short version: version P is the most stable of them.

***

Version P
47
Properties=species:S:1:pos:R:3:mulliken_charge:R:1 method="wB97M-V/def2-TZVPD" orbital_gap_ev=9.34 homo_energy_ev=-8.74 charge=0 smiles="CCN(Cc1ccccc1)C(=O)COC(=O)Cn1cnc2ccccc21"
C 0.3336 2.6557 0.7960 -0.917
H 1.3925 2.8914 0.7389 0.474
H 0.2384 1.5923 0.9976 -0.008
H -0.1061 3.2173 1.6170 0.425
C -0.3827 3.0164 -0.5058 -0.855
N -0.0499 2.1443 -1.6112 0.188
C -0.8440 1.1919 -2.1401 1.051
O -0.5624 0.5814 -3.1522 -0.667
C -2.1539 0.8666 -1.4078 -1.099
H -2.8174 1.7323 -1.3132 0.522
H -2.6539 0.0851 -1.9879 0.392
O -1.8620 0.3257 -0.1224 0.005
C -2.4773 0.8158 0.9431 0.718
O -3.2534 1.7336 0.9418 -0.621
C -2.0722 0.0538 2.2097 -1.026
N -1.0824 -0.9488 1.9686 0.188
C 0.2541 -0.8849 2.2443 -0.325
N 0.9313 -1.9023 1.8202 -0.647
C 0.0162 -2.7169 1.1981 0.465
C 0.1830 -3.9394 0.5573 -0.754
C -0.9368 -4.5351 0.0171 -0.542
C -2.1987 -3.9431 0.1044 -0.743
C -2.3872 -2.7302 0.7353 -0.716
C -1.2655 -2.1261 1.2791 0.992
H -3.3648 -2.2747 0.7964 0.418
H -3.0464 -4.4474 -0.3351 0.389
H -0.8423 -5.4841 -0.4894 0.386
H 1.1579 -4.3945 0.4909 0.462
H 0.6834 -0.0627 2.7859 0.490
H -2.9831 -0.3986 2.6203 0.431
H -1.6992 0.7791 2.9387 0.384
C 1.2750 2.3125 -2.1891 -1.512
C 2.3492 1.6670 -1.3491 0.567
C 2.1565 0.3973 -0.8177 0.147
C 3.1242 -0.1861 -0.0203 -0.571
C 4.3063 0.4886 0.2375 -0.626
C 4.5164 1.7441 -0.3065 -0.534
C 3.5392 2.3337 -1.0900 -0.551
H 3.7019 3.3199 -1.5029 0.341
H 5.4390 2.2722 -0.1135 0.389
H 5.0629 0.0357 0.8605 0.412
H 2.9436 -1.1591 0.4107 0.416
H 1.2410 -0.1374 -1.0252 0.452
H 1.2498 1.8399 -3.1764 0.390
H 1.4764 3.3805 -2.3125 0.405
H -0.1064 4.0371 -0.7949 0.354
H -1.4599 3.0077 -0.3409 0.461

***

Version Q
47
Properties=species:S:1:pos:R:3:mulliken_charge:R:1 method="wB97M-V/def2-TZVPD" orbital_gap_ev=8.93 homo_energy_ev=-8.34 charge=0 smiles="N[C@@H](Cc1c[nH]c2ccccc12)C(=O)N[C@@H](Cc1ccccc1)C(=O)O"
C 1.2028 -0.6415 -2.5686 0.286
C 1.8039 -0.3635 -1.2113 -0.071
C -0.1427 -1.5054 -2.3225 -1.128
C -1.4035 -0.8124 -1.8359 0.528
C -2.0974 -1.1390 -0.6991 -0.887
C -2.0010 0.3614 -2.4836 1.423
C -3.1509 0.6606 -1.7041 -0.693
C -1.7724 1.0910 -3.6362 -0.241
C -4.0216 1.8655 -2.0384 -0.662
C -2.5295 2.1870 -3.9479 -0.680
C -3.6492 2.6286 -3.1055 -0.374
C 0.5995 0.2851 0.9117 0.411
C -0.7342 0.8982 1.3208 -0.056
C 1.6574 0.8989 2.0490 -1.162
C 1.8285 -0.1729 3.1013 0.812
C 1.7853 0.3572 4.3231 -0.202
C 2.4291 -1.5065 2.9099 -0.321
C 2.3551 -0.3405 5.4407 -0.503
C 2.7770 -2.2650 3.9499 -0.423
C 2.9366 -1.6668 5.2754 -0.588
H 3.0434 -1.6338 -3.0989 0.235
H 1.9089 -1.4577 -4.4484 0.198
H 1.0665 0.3053 -3.0485 0.427
H -0.4243 -2.0052 -3.2369 0.498
H 0.1400 -2.2199 -1.4897 0.281
H -2.2157 -2.0299 0.0066 0.280
H -3.8612 -0.3836 0.1599 0.230
H -0.9533 0.5631 -4.1999 0.367
H -4.8843 2.2283 -1.3124 0.237
H -2.4733 2.8890 -4.8457 0.261
H -4.3133 3.4710 -3.4023 0.354
H 0.5730 1.1159 -1.0558 0.317
H 0.5388 -0.7669 1.1291 0.468
H 2.5388 0.9765 1.4322 0.358
H 1.1769 1.8408 2.2585 0.462
H 1.3063 1.3998 4.3335 0.203
H 2.4249 -2.0896 1.9721 0.250
H 2.2899 -0.0160 6.5229 0.268
H 2.8543 -3.3944 3.9026 0.282
H 3.2186 -2.2575 6.0808 0.433
H -1.9363 2.3708 0.8404 0.418
N 2.0381 -1.4691 -3.4041 -0.618
N -3.1419 -0.1702 -0.4917 0.067
N 0.9932 0.4237 -0.4791 0.018
O 2.7541 -1.0143 -0.7443 -0.658
O -1.4592 0.4698 2.2137 -0.633
O -1.0755 2.0341 0.6770 -0.471

***

Short version: version P is the most stable of them.

***

Version P
7
Properties=species:S:1:pos:R:3:mulliken_charge:R:1 method="wB97M-V/def2-TZVPD" orbital_gap_ev=11.76 homo_energy_ev=-11.00 charge=0 smiles="N/C(F)=N/F"
C -1.8489 0.2087 0.0076 0.573
N -2.4639 -0.8450 -0.2022 -0.257
N -0.1117 0.1440 0.1568 -0.514
F -2.2373 1.4549 0.0822 -0.169
F -3.8384 -0.7067 -0.3529 -0.152
H 0.0666 -0.8572 0.2048 0.274
H 0.2313 0.5149 -0.7229 0.245

***

Version Q
7
Properties=species:S:1:pos:R:3:mulliken_charge:R:1 method="wB97M-V/def2-TZVPD" orbital_gap_ev="8.20 / 9.62" homo_energy_ev="-8.29 / -9.48" charge=0
C 0.9380 -0.4167 0.0628 0.061
N 1.5579 0.5893 -0.0519 -0.359
N -1.3398 -0.3111 -0.4991 -0.034
F -1.3143 1.0168 -0.2573 -0.149
F -1.9334 -0.8749 0.6192 -0.154
H 1.0144 -1.3648 0.5378 0.314
H 1.0772 1.3613 -0.4114 0.321

***

Short version: version P is the most stable of them.

***

Version P
18
Properties=species:S:1:pos:R:3:mulliken_charge:R:1 method="wB97M-V/def2-TZVPD" orbital_gap_ev=8.60 homo_energy_ev=-13.52 charge=+1 smiles="[H]/N=N/[C@@H](C)N(C)/[NH+]=N/[H]"
C 0.5022 0.7807 0.2611 0.270
C 1.1787 1.3789 -0.9791 -1.284
C -1.8592 0.1910 0.8445 -0.839
N 1.0744 -1.1743 1.3020 -0.518
N -0.5848 -1.0960 -0.6676 0.416
N 0.3949 -1.3267 -1.4006 -0.632
N -0.7334 0.0447 -0.0415 0.227
N 1.4196 -0.0426 0.9770 -0.009
H 0.2413 1.5948 0.9469 0.489
H 0.7330 0.9789 -1.8824 0.344
H 2.2330 1.1219 -0.9815 0.371
H 1.0878 2.4611 -0.9946 0.355
H -1.5384 0.1849 1.8879 0.317
H -2.3607 1.1364 0.6325 0.326
H -2.5724 -0.6192 0.6983 0.399
H 1.8148 -1.6566 1.8244 0.263
H -1.3946 -1.7419 -0.5383 0.237
H 0.3638 -2.2159 -1.8890 0.269

***

Version Q
18
Properties=species:S:1:pos:R:3:mulliken_charge:R:1 method="wB97M-V/def2-TZVPD" orbital_gap_ev="9.27 / 9.27" homo_energy_ev="-14.17 / -14.17" charge=+1
C 0.1691 -1.5717 -0.3766 -0.173
C 2.2050 -1.1756 0.1693 -0.629
C 1.5065 0.0752 0.2696 0.225
N 1.2831 -2.1246 -0.4159 -0.330
N 0.2503 -0.1857 -0.0308 0.256
N -0.6130 1.9562 0.0191 -0.636
N -1.7460 0.0206 -1.0256 -0.685
N -0.9179 0.5752 -0.0455 0.257
H -0.6580 -2.0138 -0.9007 0.496
H 3.1664 -1.0056 -0.4564 0.349
H 2.5734 -1.5490 1.0278 0.382
H -1.6810 -0.0002 2.4235 0.298
H 1.8875 1.0181 0.7398 0.463
H -1.2034 2.6147 0.6419 0.274
H -0.4034 2.4714 -0.8072 0.213
H -1.4407 0.1880 -1.9488 0.244
H -2.7429 0.2930 -1.0000 0.274
H -1.6352 0.4138 1.7165 -0.275

***

Short version: version P is the most stable of them.

***

Version P
46
Properties=species:S:1:pos:R:3:mulliken_charge:R:1 method="wB97M-V/def2-TZVPD" orbital_gap_ev="6.95 / 6.96" spin_multiplicity=4 homo_energy_ev="-4.71 / -4.72" charge=-1 s2=3.753
Er -0.4967 -1.2242 -0.9774 1.109
O 2.8422 3.2847 -2.2704 -0.638
C 1.8661 2.5963 -2.3437 0.365
C 0.6153 2.6908 -1.4934 0.266
O 0.2246 3.6808 -0.9269 -0.691
C -0.0051 1.3571 -1.5528 1.190
C 0.5793 0.6102 -2.6084 0.819
O 0.2010 -0.5950 -2.9115 -0.911
C 1.6344 1.4092 -3.2593 0.070
O 2.1773 1.2105 -4.3153 -0.646
O -0.9601 0.8912 -0.8027 -0.860
N -4.6327 -2.7096 -1.8632 -0.406
C -3.3031 -2.4766 -1.8741 0.586
O -2.8752 -1.3541 -1.5703 -0.651
C -2.3957 -3.6125 -2.2623 -0.317
C -1.1009 -3.6114 -1.4296 -1.313
H -5.2577 -1.9603 -1.6238 0.251
H -4.9966 -3.6212 -2.0534 0.190
H -2.1534 -3.4295 -3.3153 0.240
H -2.9726 -4.5448 -2.2296 0.353
H -0.3707 -4.2142 -1.9733 0.359
H -1.3001 -4.1683 -0.5096 0.258
N 2.3889 4.9455 1.9388 -0.649
C 2.3039 3.5533 1.8488 1.052
C 1.0542 2.9334 1.8558 -0.864
C 0.9489 1.5714 1.7045 -0.156
C 2.1077 0.8097 1.5720 0.079
C 3.3631 1.4027 1.6158 -0.550
C 3.4562 2.7736 1.7583 -0.761
S 2.0016 -0.9078 1.2846 1.438
O 1.4294 -1.0939 -0.0860 -0.557
O 3.3146 -1.4594 1.4221 -0.799
N 1.0595 -1.4788 2.4053 -0.735
C -0.2780 -1.5996 2.3513 0.476
S -1.0887 -2.0650 3.8388 -0.260
C -2.6241 -2.0416 3.0385 -0.201
C -2.4516 -1.6914 1.7566 -0.905
N -1.1472 -1.4425 1.3517 0.217
H 1.5849 5.4194 1.5613 0.259
H 3.2412 5.3264 1.5662 0.229
H 0.1560 3.5399 1.8980 0.203
H -0.0300 1.1121 1.6393 0.296
H 4.2460 0.7841 1.5072 0.470
H 4.4296 3.2546 1.7522 0.281
H -3.5437 -2.2751 3.5568 0.430
H -3.2418 -1.5802 1.0285 0.386

***

Version Q
46
Properties=species:S:1:pos:R:3:mulliken_charge:R:1 method="wB97M-V/def2-TZVPD" orbital_gap_ev="7.47 / 7.47" spin_multiplicity=4 homo_energy_ev="-5.16 / -5.16" charge=-1 s2=3.752
Er 0.4801 -0.6555 1.4052 0.965
O 2.9636 4.3616 -1.0815 -0.617
C 2.4814 3.3361 -0.6389 0.478
C 1.0200 2.9721 -0.6273 -0.068
O 0.0910 3.6571 -1.0475 -0.707
C 0.9532 1.6577 -0.0106 0.743
C 2.2333 1.2158 0.4112 0.927
O 2.3980 0.1052 1.0398 -0.657
C 3.2496 2.1808 -0.0263 -0.081
O 4.4640 2.0887 0.0418 -0.656
O -0.1086 0.9274 0.1609 -0.451
N -2.7407 0.9283 0.8047 -0.333
C -2.2973 -0.0233 1.6486 0.418
O -1.7891 -1.0719 1.2260 -0.533
C -2.4179 0.2188 3.1184 -0.335
C -1.0349 0.8368 3.5852 -0.506
H -2.3831 0.8686 -0.1446 0.298
H -2.8780 1.8632 1.1595 0.250
H -2.5356 -0.7370 3.6274 -0.087
H -3.2236 0.9031 3.3690 0.437
H -1.0899 0.9122 4.6907 0.375
H -0.9951 1.8740 3.1827 0.212
N -2.7799 -3.5488 6.4178 -0.590
C -1.7360 -3.3055 5.5354 1.110
C -1.8760 -3.5423 4.1690 -1.067
C -0.8305 -3.2873 3.2973 0.228
C 0.3683 -2.7840 3.7776 0.006
C 0.4999 -2.5056 5.1313 -0.642
C -0.5371 -2.7655 6.0045 -0.750
S 1.8607 -2.6150 2.7280 0.847
O 0.0369 0.0996 3.2073 -0.560
O 2.9142 -3.1546 3.5886 -0.778
N 1.4816 -3.8331 1.6722 -0.690
C 1.0456 -3.5607 0.4854 0.592
S 0.8378 -4.8990 -0.6618 -0.258
C 0.2686 -3.7576 -1.8507 -0.393
C 0.2690 -2.5119 -1.3423 -0.680
N 0.6804 -2.3869 -0.0396 -0.074
H -3.4760 -4.2113 6.1137 0.219
H -2.5014 -3.6778 7.3786 0.223
H -2.7993 -3.9701 3.8044 0.300
H -0.9314 -3.5530 2.2530 0.303
H 1.4410 -2.1214 5.4943 0.428
H -0.4134 -2.6017 7.0671 0.285
H -0.0282 -4.0924 -2.8227 0.449
H -0.0176 -1.6159 -1.8741 0.418

***

Short version: version Q is the most stable of them.